An isolated molecule of C6H4O at a distorted geometry, computed with ωB97M-V with the def2-TZVPD basis set.

Each line ends with the natural charge from an NBO analysis.
Element x y z (Å)
C1 -0.121 1.765 -0.448  -0.261
C2 0.344 1.351 0.759  -0.179
C3 -0.942 -0.425 -1.654  -0.229
C4 -0.656 0.692 -1.257  -0.019
C5 0.368 -0.015 1.133  -0.199
C6 0.311 -1.187 0.849  0.380
O1 0.383 -2.489 1.001  -0.680
H1 -0.083 2.779 -0.595  0.229
H2 0.733 1.949 1.469  0.210
H3 -1.363 -1.354 -1.876  0.230
H4 1.025 -3.066 0.619  0.518

Output
Energy relative to the best compared isomer or geometry (same formula, charge and spin), kcal per mole: 92.3
SMILES: C#C/C=C\C#CO
HOMO, eV: -8.638
Maximum force, eV/A: 3.55
Kohn-Sham gap, eV: 9.072